a:
This record from the Open Molecules 2025 dataset describes one molecule with the formula C6H14O. The level of theory is ωB97M-V/def2-TZVPD.

Summary:
HOMO level = -10.2457 eV
frontier orbital gap = 11.203 eV
SMILES = CC(C)C[C@@H](C)O
total charge = 0

Each line ends with the Mulliken charge.
Atoms and positions in Å:
C1 -1.542 -0.821 -1.056  -1.4918
C2 -1.123 -0.300 0.319  0.8470
C3 -2.265 0.501 0.950  -1.5357
C4 0.163 0.535 0.282  -1.1831
C5 1.406 -0.195 -0.226  0.3971
C6 2.643 0.733 -0.207  -1.2380
O1 1.567 -1.347 0.598  -0.5569
H1 -2.486 -1.373 -0.977  0.4185
H2 -0.799 -1.503 -1.482  0.3490
H3 -1.699 0.002 -1.766  0.3023
H4 -0.915 -1.166 0.960  0.2033
H5 -3.173 -0.110 1.016  0.4072
H6 -2.507 1.388 0.349  0.3305
H7 -2.011 0.839 1.962  0.3591
H8 0.377 0.884 1.301  0.4814
H9 0.020 1.441 -0.328  0.3672
H10 1.224 -0.498 -1.276  0.2386
H11 3.502 0.230 0.254  0.3294
H12 2.452 1.652 0.364  0.3182
H13 2.926 1.018 -1.228  0.3171
H14 2.240 -1.909 0.192  0.3396


b:
This record from the Open Molecules 2025 dataset describes one molecule with the formula C6H14O. The level of theory is ωB97M-V/def2-TZVPD.

Summary:
HOMO level = -9.6350 eV
frontier orbital gap = 10.518 eV
SMILES = CC(C)C[C@@H](C)O
total charge = 0

Each line ends with the Mulliken charge.
Atoms and positions in Å:
C1 -0.692 1.092 -1.567  -1.5315
C2 0.609 0.576 -0.952  0.9080
C3 1.494 -0.045 -2.042  -1.5364
C4 0.258 -0.488 0.100  -0.9246
C5 -0.575 -0.176 1.340  0.4544
C6 -0.280 -1.103 2.503  -1.5723
O1 -0.585 1.181 1.663  -0.5415
H1 -0.504 1.830 -2.353  0.4215
H2 -1.327 1.547 -0.801  0.3344
H3 -1.245 0.252 -2.012  0.3249
H4 1.152 1.435 -0.527  0.2953
H5 1.669 0.663 -2.862  0.4118
H6 1.009 -0.933 -2.468  0.3290
H7 2.473 -0.352 -1.652  0.3675
H8 1.034 -1.258 0.229  0.3607
H9 -0.686 -0.961 -0.181  0.2486
H10 -1.708 -0.479 1.018  0.1696
H11 0.672 -0.907 3.010  0.3336
H12 -0.283 -2.137 2.142  0.3606
H13 -1.103 -0.983 3.210  0.4263
H14 -1.380 1.245 2.203  0.3599


Referenced to the most stable arrangement, the calculated values in hartree are a 0.0000; b 0.0474.


a:
This record from the Open Molecules 2025 dataset describes a 2-piece molecular cluster, C6H14O overall. The level of theory is ωB97M-V/def2-TZVPD.

Summary:
HOMO level = -8.5984 eV
frontier orbital gap = 9.447 eV
SMILES = C/C=C(\C)CC.O
total charge = 0

Each line ends with the Mulliken charge.
Atoms and positions in Å:
C1 -1.468 -0.282 2.047  -1.0928
C2 -0.350 -0.485 1.031  -0.3186
C3 -0.384 0.086 -0.167  0.4425
C4 -1.703 0.354 -0.862  -1.6447
C5 0.839 0.795 -0.717  -0.2038
C6 0.804 1.230 -2.174  -1.4373
H1 -1.747 -1.222 2.536  0.2768
H2 -1.081 0.360 2.837  0.2676
H3 -2.321 0.074 1.487  0.3185
H4 0.634 -0.750 1.390  0.5050
H5 -1.466 0.190 -1.906  0.4450
H6 -1.947 1.418 -0.910  0.3273
H7 -2.476 -0.337 -0.567  0.4672
H8 1.660 0.089 -0.676  0.2051
H9 1.120 1.549 0.020  0.3341
H10 0.573 0.346 -2.765  0.3522
H11 1.799 1.542 -2.492  0.4187
H12 0.135 2.073 -2.343  0.3071
O1 2.675 -2.441 1.694  -0.6483
H13 2.989 -2.174 0.819  0.3174
H14 1.716 -2.413 1.717  0.3609


b:
This record from the Open Molecules 2025 dataset describes one molecule with the formula C6H14O. The level of theory is ωB97M-V/def2-TZVPD.

Summary:
HOMO level = -9.6109 eV
frontier orbital gap = 10.529 eV
SMILES = COCC(C)(C)C
total charge = 0

Each line ends with the Mulliken charge.
Atoms and positions in Å:
C1 -1.124 -2.353 0.510  -0.6745
O1 -0.160 -1.808 -0.358  -0.3209
C2 0.731 -0.849 0.179  -1.0269
C3 0.315 0.597 -0.146  2.1559
C4 1.321 1.565 0.481  -1.8038
C5 0.305 0.774 -1.669  -1.7013
C6 -1.080 0.883 0.415  -1.7649
H1 -1.880 -1.632 0.843  0.2795
H2 -0.668 -2.794 1.403  0.2999
H3 -1.632 -3.137 -0.053  0.2334
H4 1.707 -1.044 -0.288  0.3882
H5 0.852 -0.990 1.265  0.4270
H6 1.352 1.457 1.573  0.4140
H7 1.038 2.601 0.257  0.3989
H8 2.335 1.406 0.096  0.3935
H9 -0.304 -0.003 -2.142  0.3638
H10 1.321 0.709 -2.079  0.3854
H11 -0.106 1.753 -1.941  0.4037
H12 -1.765 0.074 0.167  0.3852
H13 -1.500 1.795 -0.017  0.3921
H14 -1.060 0.996 1.506  0.3718


Referenced to the most stable arrangement, the calculated values in hartree are a 0.0349; b 0.0000.


a:
This record from the Open Molecules 2025 dataset describes C3H7N3O as an isolated structure. The level of theory is ωB97M-V/def2-TZVPD.

Summary:
HOMO level = -21.2940 eV
frontier orbital gap = 11.839 eV
total charge = +2

Each line ends with the Mulliken charge.
Atoms and positions in Å:
C1 -0.181 -0.802 -0.522  0.2699
C2 0.130 0.989 0.798  0.5248
C3 1.500 0.194 -0.776  -0.2922
N1 -0.737 -0.010 0.423  -0.0757
N2 -0.180 1.800 1.746  -0.2516
N3 -0.682 -1.740 -1.221  -0.1558
O1 1.264 1.130 0.211  -0.2456
H1 2.305 -0.520 -0.649  0.3749
H2 1.584 0.491 -1.822  0.3799
H3 -1.708 0.101 0.755  0.3048
H4 -1.144 1.829 2.032  0.2561
H5 0.335 2.658 1.876  0.3279
H6 -0.317 -2.548 -1.699  0.3063
H7 -1.672 -1.792 -1.034  0.2762


b:
This record from the Open Molecules 2025 dataset describes a 2-piece molecular cluster, C3H7N3O overall. The level of theory is ωB97M-V/def2-TZVPD.

Summary:
HOMO level = -18.7527 eV
frontier orbital gap = 9.547 eV
total charge = +2

Each line ends with the Mulliken charge.
Atoms and positions in Å:
C1 -1.456 2.490 0.310  0.6724
C2 -0.354 0.617 -0.785  0.2883
C3 -2.259 3.319 1.044  -0.9020
N1 -1.111 1.551 -0.303  -0.0340
N2 0.264 -0.275 -1.137  -0.1367
N3 1.806 -2.370 -0.540  -0.3864
O1 2.294 -3.701 -0.428  -0.3085
H1 -1.917 3.428 2.134  0.3585
H2 -3.269 2.853 1.079  0.3239
H3 -2.362 4.370 0.715  0.3705
H4 1.582 -4.324 0.067  0.4948
H5 1.110 -2.289 -1.377  0.4219
H6 2.511 -1.671 -0.902  0.3394
H7 3.160 -3.998 0.125  0.4979


Referenced to the most stable arrangement, the calculated values in hartree are a 0.0000; b 0.1574.


a:
This record from the Open Molecules 2025 dataset describes C7H8O2 as an isolated structure. The level of theory is ωB97M-V/def2-TZVPD.

Summary:
HOMO level = -9.7681 eV
frontier orbital gap = 9.378 eV
total charge = 0

Each line ends with the Mulliken charge.
Atoms and positions in Å:
C1 1.055 0.011 1.701  -0.9708
C2 0.132 -0.502 0.558  1.7414
C3 -1.127 0.264 0.252  -0.3416
C4 -1.393 0.848 -0.861  -0.4199
C5 -0.403 1.057 -1.907  0.5409
C6 0.493 -0.103 -1.853  -0.6826
C7 0.804 -0.698 -0.674  -1.0745
H1 2.080 0.715 1.394  0.2884
H2 0.117 0.753 2.351  0.2284
H3 1.368 -1.019 2.225  0.3494
H4 -0.680 -1.078 1.983  0.4299
H5 -1.937 -0.099 1.031  0.0973
H6 -2.463 1.318 -1.001  0.2732
H7 1.208 -0.112 -2.603  0.4381
H8 1.624 -1.540 -0.695  0.2544
O1 -0.415 -1.643 0.984  -0.5562
O2 -0.463 1.828 -2.883  -0.5955


b:
This record from the Open Molecules 2025 dataset describes one molecule with the formula C7H8O2. The level of theory is ωB97M-V/def2-TZVPD.

Summary:
HOMO level = -9.3721 eV
frontier orbital gap = 10.264 eV
SMILES = C#C[C@@]1(C(C)=O)C[C@@H]1O
total charge = 0

Each line ends with the Mulliken charge.
Atoms and positions in Å:
C1 2.748 -0.144 0.194  0.1377
C2 1.551 0.008 0.191  -1.3095
C3 0.093 0.155 0.309  1.1539
C4 -0.748 -0.647 -0.644  0.7505
C5 -0.082 -1.572 -1.599  -1.3546
O1 -1.960 -0.505 -0.593  -0.6776
C6 -0.557 0.501 1.642  -0.7330
C7 -0.440 1.586 0.648  -0.2874
O2 -1.560 2.090 0.029  -0.5706
H1 3.814 -0.177 0.167  0.4744
H2 0.554 -2.224 -0.979  0.3763
H3 -0.786 -2.177 -2.178  0.3203
H4 0.684 -1.105 -2.236  0.3599
H5 -1.505 0.013 1.858  0.2660
H6 0.087 0.455 2.516  0.3098
H7 0.265 2.386 0.865  0.3942
H8 -2.156 1.358 -0.193  0.3897


c:
This record from the Open Molecules 2025 dataset describes C7H8O2 as an isolated structure. The level of theory is ωB97M-V/def2-TZVPD.

Summary:
HOMO level = -8.0460 eV
frontier orbital gap = 8.866 eV
total charge = 0

Each line ends with the Mulliken charge.
Atoms and positions in Å:
C1 0.735 -1.751 -0.567  -0.6925
C2 -0.094 -0.937 -1.175  0.1876
C3 -1.038 -0.219 1.628  0.5150
C4 1.246 0.579 0.574  -0.6498
C5 0.449 1.643 1.455  -0.3721
C6 0.394 -0.539 0.203  0.3928
C7 -1.151 -0.623 -2.190  -1.1095
O1 -2.007 -0.866 1.903  -0.5526
O2 -0.765 0.958 2.039  -0.3148
H1 1.247 -2.665 -0.662  0.4007
H2 1.601 1.248 -0.208  0.3056
H3 2.161 0.148 0.934  0.3274
H4 1.066 1.890 2.299  0.2639
H5 0.266 2.684 1.102  0.3227
H6 -1.223 0.421 -2.249  0.3436
H7 -2.023 -1.081 -1.864  0.2961
H8 -0.864 -0.889 -3.221  0.3357


Referenced to the most stable arrangement, the calculated values in hartree are a 0.1010; b 0.0000; c 0.0655.